Entry 1:
{"formula": "C5H10N2", "method": "ωB97M-V with the def2-TZVPD basis set", "homo_energy_ev": -8.05, "total_energy_ev": -8323.2906, "smiles": "C[C@]12C[C@H]1CN2N", "homo_lumo_gap_ha": 0.3367, "species": ["C", "C", "C", "C", "C", "N", "N", "H", "H", "H", "H", "H", "H", "H", "H", "H", "H"], "xyz": [[1.340229, -1.436479, 0.317874], [0.369136, -0.227836, 0.290669], [0.788318, 0.990055, -0.861267], [0.447694, 1.212555, 0.576734], [-1.165934, 1.204581, 0.610780], [-1.047028, -0.314020, 0.422392], [-1.847676, -0.803715, -0.641361], [0.789356, -2.357979, -0.016514], [1.641229, -1.701235, 1.412955], [2.373147, -1.273488, -0.190184], [0.068488, 1.182528, -1.691261], [1.862290, 0.857466, -0.981397], [1.014300, 1.737602, 1.291927], [-1.728078, 1.539556, 1.502332], [-1.576541, 1.653152, -0.184552], [-1.276078, -0.533418, -1.471372], [-2.052856, -1.729322, -0.387763]], "atomic_forces_ev_per_a": [[0.750, -0.170, 2.013], [1.752, 0.050, -2.823], [-0.423, -1.929, 1.279], [-2.773, 0.550, -0.306], [2.899, -2.636, 3.324], [-1.143, 1.351, 1.235], [1.543, 2.558, -0.046], [0.738, 0.962, -0.182], [-0.628, 0.520, -1.594], [-2.181, -0.252, 0.464], [1.003, 0.180, 0.797], [-0.379, 0.220, -0.785], [0.768, 0.551, 0.609], [0.584, -0.495, -0.132], [-1.401, 1.616, -3.181], [-1.060, -1.520, 0.114], [-0.050, -1.556, -0.786]]}

Entry 2:
{"formula": "C6H12N2", "method": "ωB97M-V with the def2-TZVPD basis set", "homo_energy_ev": -7.27, "total_energy_ev": -9393.8127, "homo_lumo_gap_ha": 0.3034, "species": ["C", "C", "C", "C", "C", "N", "N", "C", "H", "H", "H", "H", "H", "H", "H", "H", "H", "H", "H", "H"], "xyz": [[0.781688, -1.571363, 1.125886], [2.388163, 0.042279, 0.009920], [-0.084696, 0.424400, -0.077736], [-1.782909, -0.602879, -0.396269], [0.964979, -0.313810, 0.338384], [0.045343, 1.517859, -0.956815], [-2.458222, -0.081728, -1.424258], [-1.517856, 0.329332, 0.690132], [0.876401, 2.079477, -0.837570], [-0.746210, 2.148365, -0.984540], [-2.672986, -0.674010, -2.210724], [-2.920155, 0.827422, -1.378085], [1.425325, -2.364199, 0.733889], [-0.243964, -1.943510, 1.075474], [1.033389, -1.427093, 2.183015], [3.109090, -0.617264, 0.498455], [2.649985, 1.056928, 0.326474], [2.565095, -0.015826, -1.066047], [-2.050351, 1.288871, 0.678173], [-1.362109, -0.103254, 1.672242]], "atomic_forces_ev_per_a": [[-0.388, -0.086, 0.362], [0.033, 0.145, -0.345], [0.332, 1.017, 1.946], [-1.387, -0.918, -0.331], [-0.308, -0.037, -0.108], [-0.116, 0.362, -0.153], [-0.026, -0.092, 0.600], [1.482, -0.430, -1.805], [0.200, -0.247, 0.038], [0.025, -0.280, 0.111], [0.081, 0.250, 0.021], [0.031, -0.113, -0.201], [0.057, 0.109, 0.037], [0.088, 0.094, -0.092], [0.116, -0.041, -0.015], [-0.230, -0.064, -0.029], [-0.105, 0.071, -0.049], [0.087, 0.043, -0.105], [0.124, 0.101, 0.170], [-0.095, 0.115, -0.052]]}

Entry 3:
{"formula": "C26H23As2F3N2OS5Ti", "method": "ωB97M-V with the def2-TZVPD basis set", "charge": -2, "homo_energy_ev": [-0.28, -1.17], "total_energy_ev": -239487.8007, "homo_lumo_gap_ha": [0.1697, 0.2026], "spin_multiplicity": 3, "s2": 2.015, "species": ["Ti", "O", "C", "S", "C", "C", "S", "S", "S", "F", "C", "F", "F", "C", "C", "C", "C", "N", "C", "S", "H", "H", "H", "C", "As", "C", "C", "C", "C", "C", "C", "C", "As", "C", "C", "H", "H", "H", "H", "H", "H", "H", "H", "H", "H", "H", "H", "H", "H", "H", "H", "N", "C", "C", "C", "C", "C", "C", "C", "H", "H", "H", "H"], "xyz": [[0.896410, 0.297462, -0.262120], [6.584710, 4.130030, 1.618919], [5.578204, 3.510597, 1.342743], [4.610847, 3.776908, -0.106692], [3.334118, 2.634784, 0.240111], [3.440294, 1.943240, 1.390450], [2.296404, 0.735729, 1.995821], [4.843915, 2.283721, 2.375881], [1.999755, 2.504434, -0.923913], [2.610751, -5.157136, -3.184309], [3.209728, -4.322154, -2.264938], [4.556696, -4.450782, -2.494553], [2.967002, -4.847687, -1.055606], [2.747214, -2.898609, -2.461971], [2.810952, -2.448964, -3.767897], [2.414360, -1.162103, -4.072467], [1.936381, -0.376169, -3.038793], [1.846839, -0.797094, -1.780212], [2.301073, -2.059057, -1.425165], [2.234004, -2.314360, 0.274320], [3.172532, -3.113232, -4.543767], [2.460592, -0.762563, -5.075353], [1.608293, 0.644910, -3.206026], [-1.011036, -3.353997, 0.873423], [-0.994323, -1.418821, 0.727525], [-2.870036, -1.212852, 0.207233], [-1.227475, -0.943551, 2.646858], [-1.540218, -1.891976, 3.617324], [-1.695416, -1.522175, 4.946491], [-1.548347, -0.192779, 5.314780], [-1.245479, 0.759267, 4.352446], [-1.078789, 0.395391, 3.020059], [-0.670903, 1.712611, 1.604433], [0.009771, 3.202448, 2.636815], [-2.502080, 2.396612, 1.398082], [-1.997974, -3.684979, 1.203617], [-0.225761, -3.686153, 1.549612], [-0.783054, -3.758627, -0.113337], [-3.509619, -1.580318, 1.012031], [-3.041528, -1.787077, -0.703656], [-3.089156, -0.172720, -0.013597], [-1.648231, -2.935423, 3.346293], [-1.919943, -2.275264, 5.693386], [-1.654226, 0.101131, 6.352904], [-1.115217, 1.794210, 4.648632], [-0.786986, 3.641836, 3.241935], [0.384869, 3.929411, 1.913898], [0.843971, 2.855058, 3.241708], [-2.982728, 2.452682, 2.377828], [-3.086610, 1.768084, 0.732299], [-2.450624, 3.393796, 0.956599], [-4.853260, 1.742550, -5.206697], [-3.980339, 1.556676, -4.474873], [-2.880819, 1.322537, -3.551794], [-2.384782, 2.359556, -2.765970], [-1.341403, 2.110813, -1.886465], [-0.731291, 0.850059, -1.698991], [-1.266019, -0.143185, -2.559480], [-2.304432, 0.055810, -3.454695], [-2.807631, 3.354268, -2.850093], [-0.970285, 2.959240, -1.307654], [-0.838855, -1.148691, -2.529520], [-2.664809, -0.757363, -4.073851]], "atomic_forces_ev_per_a": [[-0.168, 0.129, 1.202], [0.180, -0.058, -0.047], [-0.303, 0.128, 0.126], [0.217, 0.115, -0.054], [-0.641, -0.232, -0.169], [-0.606, -0.311, -0.015], [0.446, 0.270, -0.225], [0.257, 0.059, 0.079], [0.495, 0.146, 0.183], [0.319, 0.190, 0.374], [-0.111, 0.211, 0.215], [-0.465, -0.105, 0.080], [0.165, 0.024, -0.661], [0.216, -0.799, 0.234], [-0.032, 0.116, -0.241], [0.023, 0.135, -0.093], [-0.007, 0.131, -0.048], [0.473, -0.768, -0.627], [-0.342, 0.677, 0.419], [0.015, -0.021, -0.519], [-0.001, -0.007, 0.011], [0.024, -0.039, -0.027], [-0.004, -0.086, 0.007], [-0.055, -0.174, -0.041], [0.269, 0.499, 0.331], [-0.156, -0.145, 0.014], [-0.035, -0.071, -0.251], [0.033, 0.024, 0.011], [0.002, -0.010, -0.006], [0.014, -0.003, 0.041], [0.029, -0.012, -0.031], [-0.015, 0.145, -0.144], [0.138, -0.467, -0.141], [-0.034, 0.165, 0.059], [-0.183, 0.213, 0.138], [0.062, -0.131, 0.007], [-0.028, 0.019, -0.001], [-0.050, 0.004, 0.031], [-0.060, 0.025, -0.076], [-0.010, -0.019, 0.004], [0.009, 0.048, 0.006], [-0.004, 0.009, -0.011], [-0.004, 0.009, 0.005], [-0.007, -0.005, 0.000], [-0.010, -0.008, -0.004], [0.101, 0.059, 0.019], [-0.020, 0.008, 0.047], [-0.020, 0.007, 0.015], [-0.053, 0.054, -0.074], [-0.007, -0.048, -0.001], [0.007, -0.010, 0.019], [0.099, -0.027, 0.086], [0.418, -0.067, 0.349], [-0.708, 0.066, -0.610], [0.167, -0.018, 0.128], [0.115, 0.228, 0.282], [-0.303, -0.091, -0.534], [0.115, -0.222, 0.048], [0.156, 0.064, 0.155], [-0.025, -0.014, -0.024], [-0.028, -0.114, -0.057], [-0.033, 0.090, 0.030], [-0.034, 0.016, -0.024]]}

Entry 4:
{"formula": "C2HNO3S", "method": "ωB97M-V with the def2-TZVPD basis set", "homo_energy_ev": [-10.27, -10.21], "total_energy_ev": -20552.6400, "smiles": "O=c1[nH]c1=S(=O)=O", "homo_lumo_gap_ha": [0.2836, 0.2830], "species": ["O", "C", "N", "C", "S", "O", "O", "H"], "xyz": [[1.287488, 2.273140, 0.610625], [0.396771, 1.494033, 0.490439], [-0.078789, 0.421027, -0.037624], [-0.841879, 1.022471, 1.065070], [-0.553234, -0.017595, 2.519989], [-1.453367, 0.124066, 3.629078], [-0.450388, -1.303589, 1.897148], [0.200305, -0.499396, -0.510991]], "atomic_forces_ev_per_a": [[0.283, -0.157, -0.526], [1.984, 3.609, 0.856], [-1.290, -2.466, -1.425], [0.228, -1.128, -1.376], [-1.460, -0.844, 0.910], [0.442, 0.406, -0.058], [0.482, -1.099, 0.336], [-0.669, 1.678, 1.284]]}

Entry 5:
{"formula": "C5H7N2", "method": "ωB97M-V with the def2-TZVPD basis set", "charge": 1, "homo_energy_ev": -11.99, "total_energy_ev": -8267.2819, "smiles": "N=C=C=C/C=C/[NH3+]", "homo_lumo_gap_ha": 0.2776, "species": ["N", "C", "C", "C", "C", "C", "N", "H", "H", "H", "H", "H", "H", "H"], "xyz": [[2.176573, 2.573301, 3.260957], [1.389594, 1.682978, 2.909327], [0.781786, 0.955177, 2.048879], [-0.127759, 0.043060, 1.677164], [-0.574343, -0.570421, 0.358843], [0.128051, -0.511719, -0.738652], [-0.531066, -0.746541, -2.005127], [2.472900, 2.949076, 4.187028], [-0.787961, -0.277555, 2.433517], [-1.690179, -0.710714, 0.463771], [1.080124, -0.044454, -0.982005], [-1.296928, -1.342117, -1.780939], [0.120129, -1.222136, -2.826552], [-0.873479, 0.059829, -2.478538]], "atomic_forces_ev_per_a": [[-0.451, -1.112, 0.202], [2.352, 3.010, 0.967], [-1.538, -2.204, -1.854], [0.638, 0.259, -0.190], [-0.642, 2.392, 2.591], [1.136, 1.172, -1.396], [2.127, -2.544, -3.031], [-1.031, -0.828, -0.842], [-0.630, -0.558, 1.052], [1.352, -0.683, -0.802], [0.174, -0.317, 1.160], [-1.077, -0.882, -0.495], [-1.908, 0.996, 2.795], [-0.500, 1.299, -0.157]]}

Entry 6:
{"formula": "C3H11NO2S", "method": "ωB97M-V with the def2-TZVPD basis set", "homo_energy_ev": -8.79, "total_energy_ev": -19709.1525, "smiles": "N[C@H](CO)CS.O", "homo_lumo_gap_ha": 0.3492, "species": ["N", "C", "C", "O", "C", "S", "H", "H", "H", "H", "H", "H", "H", "H", "H", "O", "H", "H"], "xyz": [[1.830330, -0.257104, 1.752341], [1.065084, -0.371893, 0.493665], [1.757609, 0.378972, -0.654245], [2.823414, -0.390347, -1.179814], [-0.351481, 0.132769, 0.687797], [-1.433130, -1.116662, 1.503908], [2.066194, -1.156115, 2.139203], [2.696550, 0.248922, 1.597044], [1.058103, -1.428695, 0.210205], [2.117011, 1.335263, -0.270176], [1.008797, 0.500170, -1.442687], [3.619096, 0.144667, -1.221270], [-0.842097, 0.473166, -0.222858], [-0.364313, 0.937989, 1.415918], [-0.651848, -1.213283, 2.586718], [-3.754038, 2.052769, -3.346712], [-3.092046, 2.112268, -4.046810], [-4.398778, 2.715881, -3.657193]], "atomic_forces_ev_per_a": [[-0.108, 0.334, -0.244], [0.750, -0.135, -0.086], [-0.498, -0.505, 0.319], [0.337, -0.074, 0.125], [-0.508, -0.233, 0.912], [0.123, 0.066, -0.385], [0.075, -0.126, -0.024], [-0.106, -0.161, 0.094], [-0.251, 0.088, -0.217], [-0.150, 0.252, -0.209], [0.151, 0.369, -0.013], [-0.027, -0.030, -0.042], [-0.041, -0.240, -0.037], [0.264, 0.389, -0.265], [-0.021, 0.008, 0.071], [-0.303, 0.689, -0.635], [0.133, -0.241, 0.187], [0.180, -0.450, 0.449]]}

Entry 7:
{"formula": "C16H20BrN2O3S", "method": "ωB97M-V with the def2-TZVPD basis set", "charge": -1, "homo_energy_ev": -3.59, "total_energy_ev": -106910.1117, "homo_lumo_gap_ha": 0.1939, "species": ["C", "C", "C", "C", "O", "C", "C", "C", "C", "C", "C", "O", "C", "N", "S", "N", "C", "C", "C", "C", "C", "O", "H", "H", "H", "H", "H", "H", "H", "H", "H", "H", "H", "H", "H", "H", "H", "H", "H", "H", "H", "H", "Br"], "xyz": [[-1.203231, 4.678385, -2.229080], [-0.213401, 3.487910, -2.343548], [-0.085814, 2.816378, -0.919876], [0.449408, 1.382969, -1.129254], [1.162665, 0.830389, 0.025420], [0.592472, -0.346860, 0.424139], [0.605145, -1.462946, -0.522216], [0.119716, -2.687271, -0.268674], [0.233118, -3.788024, -1.292115], [1.637151, -4.515885, -1.031386], [1.878861, -4.960716, 0.523957], [2.566254, -3.808606, -0.314954], [-0.505111, -2.894236, 1.020500], [-1.042302, -4.040791, 1.388769], [-1.579556, -3.713232, 2.913462], [-1.100644, -2.177936, 3.080728], [-0.508444, -1.779383, 1.950924], [0.063705, -0.477382, 1.679488], [0.008660, 0.491028, 2.838964], [-0.108553, 1.988764, 2.399131], [-1.590549, 2.449555, 2.152355], [-0.677084, 2.822061, 3.370374], [-1.880892, 4.627356, -3.098265], [-1.773935, 4.671698, -1.287561], [-0.649456, 5.631281, -2.303782], [-0.658914, 2.691611, -3.035602], [0.808079, 3.784888, -2.616651], [-1.118646, 2.714427, -0.555047], [0.542340, 3.444474, -0.269522], [-0.418575, 0.765875, -1.407501], [1.130237, 1.426372, -1.997565], [1.072447, -1.287209, -1.496426], [0.357107, -3.433993, -2.325720], [-0.521518, -4.576278, -1.199306], [1.998882, -5.211646, -1.809226], [2.789800, -4.952619, 1.144364], [2.144528, -6.001624, 0.105875], [0.836813, 0.452341, 3.558667], [-0.973327, 0.380600, 3.323966], [0.658404, 2.413067, 1.741904], [-1.778135, 3.518086, 1.981444], [-2.370927, 2.124705, 2.854488], [-0.896777, 2.522414, -5.025642]], "atomic_forces_ev_per_a": [[0.705, 0.044, -0.847], [-0.881, -1.059, 2.360], [-0.231, -0.255, -0.979], [0.286, 1.132, -0.654], [-0.827, -0.329, -0.331], [0.081, -0.155, 0.273], [0.317, 0.922, -0.156], [-0.861, -0.321, -0.148], [2.340, -1.072, 0.522], [-1.735, 2.734, 2.118], [0.791, -1.430, -1.217], [0.243, -1.870, -2.640], [1.100, 0.695, -1.742], [-0.605, 0.926, 1.435], [0.261, -0.013, -0.380], [-0.073, 0.187, 0.109], [-0.320, -1.472, 0.118], [0.020, -1.038, 0.392], [-0.732, 2.258, -1.056], [-2.293, -0.278, -0.037], [1.473, 2.128, 3.527], [1.646, -0.750, -0.233], [0.100, 0.128, 0.396], [0.130, -0.035, -0.320], [-0.354, -0.203, 0.148], [1.092, 1.497, 1.248], [-0.445, -0.099, -0.509], [0.461, 0.310, 0.424], [-0.231, -0.378, 0.105], [0.453, -0.055, 0.169], [-0.040, -0.336, 0.440], [-0.132, 0.159, 0.368], [-0.553, 0.175, 0.262], [-0.053, 0.401, -0.158], [-0.119, 0.202, 0.501], [-1.271, 0.275, 1.342], [0.980, 0.610, -0.064], [-0.209, -0.469, -0.185], [0.672, -0.528, 0.342], [-0.379, -0.077, 0.331], [-0.099, -0.718, -1.813], [-0.275, -1.291, -1.476], [-0.431, -0.551, -1.985]]}